No. 1
120
Properties=species:S:1:pos:R:3:forces:R:3 method="wB97M-V/def2-TZVPD" gap_ev=6.83 lumo_ev=-3.99 total_charge=+1 homo_ev=-10.822 total_energy_ha=-3117.4643 fmax_ev_per_a=1.3
C -1.425564 2.840126 -4.803409 -0.146 -0.084 -0.095
C -2.048366 1.464531 -4.584167 -0.045 0.540 0.037
N -1.033720 0.398626 -4.646639 -0.114 -0.117 -0.026
C -1.117610 -0.531577 -3.513580 -0.027 0.115 -0.083
C -0.809804 0.130651 -2.152014 -0.264 -0.716 0.018
C 0.413663 -0.412443 -1.380320 -0.342 0.642 0.581
C 1.682315 -0.282794 -2.220920 0.322 -0.378 -0.388
C 2.028710 1.151284 -2.564757 0.321 0.125 0.531
O 2.630119 1.841041 -1.775987 -0.351 -0.005 -0.191
O 1.607009 1.666379 -3.720085 0.512 0.271 -0.233
C 0.199029 -1.890436 -0.797798 0.445 -0.245 -1.080
N 1.491455 -2.589002 -0.710858 -0.434 -0.086 0.226
C -0.813382 -2.799246 -1.544012 -0.129 0.474 0.038
C -1.438845 -3.930192 -0.722251 -0.091 -0.488 -0.430
C -0.495103 -4.947038 -0.100767 -0.085 0.467 0.374
I -1.601328 -6.261253 1.163262 0.037 -0.205 -0.046
C -0.398266 -1.601249 0.519655 0.039 0.257 0.686
N -0.289936 -0.395781 0.916045 -0.286 -0.110 -0.589
C -0.922296 0.055566 2.152936 -0.184 -0.095 0.636
C -2.397368 -0.315681 2.205313 -0.483 0.052 -0.606
N -3.206748 -0.336217 1.230046 0.344 -0.055 0.294
C 0.558611 0.405428 -0.026533 1.134 0.525 0.097
N 1.908295 0.190120 0.508689 -0.266 -0.463 -0.097
C 0.131994 1.888497 -0.041475 -0.797 -0.181 0.469
C 0.843196 2.817300 0.936976 0.313 0.011 -0.358
C 0.241946 4.233925 0.897641 0.141 0.103 0.518
C 1.255737 5.300380 0.489451 0.029 -0.024 0.110
C 2.478530 5.393369 1.411829 0.300 0.439 -0.275
C 3.747384 5.738418 0.622060 -0.117 -0.337 0.516
C 4.919500 6.054986 1.540860 0.493 0.299 -0.110
C 6.304526 5.993543 0.846648 -0.093 -0.001 -0.137
O 6.226613 5.793535 -0.555915 0.355 -0.053 0.024
C 6.471927 6.957735 -1.323317 -0.405 -0.008 -0.034
C -1.097987 -0.359165 -5.864739 -0.432 -0.113 -0.284
C 0.206023 -0.956615 -6.319357 -0.041 -0.444 0.401
O -2.124888 -0.530260 -6.477211 0.478 0.309 0.131
H -2.206630 3.570046 -5.017617 -0.015 0.032 0.096
H -0.764474 2.820309 -5.669770 0.086 0.019 0.041
H -0.864752 3.176412 -3.932089 0.136 0.001 -0.055
H -2.541137 1.454886 -3.610624 -0.047 -0.150 0.006
H -2.823469 1.306344 -5.331628 -0.002 -0.252 0.018
H -0.455318 -1.371458 -3.713910 0.139 0.033 0.015
H -2.128035 -0.959546 -3.482890 -0.045 0.001 -0.004
H -0.728112 1.202066 -2.304273 0.136 0.005 -0.046
H -1.694620 -0.018779 -1.525154 -0.019 0.171 0.073
H 1.578915 -0.900039 -3.117610 -0.078 0.096 -0.076
H 2.547190 -0.670359 -1.693185 -0.140 -0.126 0.176
H 1.569213 1.007373 -4.424393 -0.588 -0.104 0.126
H 1.782222 -2.796389 0.235130 0.220 0.160 -0.056
H 1.458259 -3.447395 -1.242911 0.029 -0.101 0.123
H -1.653595 -2.194767 -1.874675 -0.058 0.009 -0.055
H -0.341371 -3.172742 -2.454694 0.105 -0.119 0.055
H -2.103578 -3.537420 0.048516 -0.010 0.073 -0.033
H -2.098383 -4.468196 -1.406904 -0.073 0.026 0.038
H 0.197669 -4.464550 0.581787 0.145 -0.143 -0.023
H 0.063609 -5.520280 -0.835244 -0.064 -0.127 0.023
H -0.952170 -2.295321 1.141161 0.141 -0.149 -0.060
H -0.834710 1.131471 2.279286 0.170 0.051 -0.187
H -0.421357 -0.410770 3.002572 0.092 0.030 -0.016
H -2.774660 -0.576030 3.186256 0.036 0.074 0.195
H -2.761518 -0.074081 0.346761 -0.010 0.014 -0.009
H 1.928431 0.296527 1.514616 0.071 0.263 0.009
H 2.558532 0.839047 0.076979 0.016 0.047 0.020
H 0.221177 2.319001 -1.034017 0.152 -0.050 -0.064
H -0.940258 1.929470 0.196063 -0.066 -0.008 -0.228
H 0.852602 2.416989 1.953071 -0.098 -0.023 0.031
H 1.892199 2.878772 0.641977 0.030 -0.028 0.000
H -0.111870 4.490382 1.900188 -0.141 -0.018 -0.032
H -0.631409 4.269909 0.243500 -0.002 -0.017 -0.060
H 0.757339 6.271029 0.493189 -0.031 0.010 -0.203
H 1.600261 5.114483 -0.531733 -0.055 -0.062 -0.053
H 2.660872 4.464364 1.955932 -0.083 -0.041 0.075
H 2.333815 6.185718 2.150981 -0.185 -0.154 0.163
H 3.540328 6.600156 -0.013942 0.063 -0.091 -0.223
H 4.002156 4.881591 -0.002611 -0.020 0.124 -0.244
H 4.944489 5.375987 2.395916 -0.149 -0.059 0.005
H 4.807218 7.062101 1.948266 -0.217 -0.040 0.106
H 6.861390 6.911339 1.047493 0.052 0.006 0.047
H 6.898212 5.171196 1.249891 -0.070 -0.083 -0.010
H 7.335787 7.515152 -0.960855 0.013 0.021 0.079
H 6.673270 6.653499 -2.347416 -0.018 -0.086 0.005
H 5.586871 7.604770 -1.327289 0.058 0.129 0.030
H 0.143173 -1.230918 -7.366848 0.048 0.115 -0.062
H 0.367553 -1.882389 -5.757595 0.055 -0.026 -0.057
H 1.052334 -0.308375 -6.108950 0.026 0.109 -0.190
C -5.545831 -7.847982 1.276063 0.143 -0.075 -0.023
N -5.112628 -7.950882 2.696138 0.050 0.046 -0.018
O -4.289942 -8.794817 2.983827 0.043 0.026 -0.007
O -5.605021 -7.161255 3.476380 -0.001 0.023 0.014
H -5.020000 -8.600647 0.701451 -0.003 -0.030 0.029
H -6.616657 -8.003257 1.241881 -0.043 0.061 0.014
H -5.288778 -6.845032 0.947502 -0.083 0.025 -0.009
C -10.299732 -8.180344 -0.116639 0.047 0.078 0.085
N -9.192549 -8.982747 -0.707330 0.029 -0.047 -0.012
O -8.053257 -8.734877 -0.352666 -0.079 0.041 -0.008
O -9.498777 -9.835148 -1.505556 -0.013 0.001 -0.021
H -9.873656 -7.464073 0.574932 0.028 -0.010 -0.004
H -10.812757 -7.688439 -0.936991 -0.039 -0.053 -0.018
H -10.965646 -8.874021 0.386864 -0.034 -0.020 -0.054
C -3.414148 -0.490481 7.278144 0.066 0.132 0.225
N -2.348114 -0.354310 6.249510 -0.083 0.124 0.277
O -1.523077 0.520768 6.377535 0.027 -0.008 -0.076
O -2.369500 -1.148204 5.324707 0.057 -0.146 -0.257
H -3.259617 0.277649 8.025328 0.032 0.068 -0.048
H -4.366864 -0.372666 6.771131 -0.007 -0.080 -0.034
H -3.329260 -1.489017 7.699799 -0.057 0.150 -0.136
C 10.885090 5.591585 -2.182375 0.083 -0.032 0.084
N 10.053354 6.761740 -1.789509 -0.049 0.012 0.040
O 10.202949 7.219072 -0.676150 -0.004 -0.015 0.017
O 9.268587 7.178819 -2.614904 0.114 0.001 -0.106
H 11.527384 5.335863 -1.348784 -0.008 0.024 0.018
H 10.204587 4.781986 -2.427002 -0.016 0.021 -0.058
H 11.460169 5.883501 -3.055457 -0.046 -0.011 -0.044
C -2.169793 -4.502875 5.791857 0.082 -0.160 -0.061
N -2.860925 -4.522744 7.110883 0.177 -0.373 -0.037
O -2.819834 -5.541994 7.759694 -0.058 0.250 -0.072
O -3.417244 -3.493240 7.442714 -0.105 -0.120 0.120
H -1.716796 -5.472963 5.625833 -0.041 -0.033 0.060
H -2.917994 -4.279780 5.037328 -0.006 0.080 0.025
H -1.422750 -3.716266 5.837856 -0.065 0.065 -0.036

=====

No. 2
112
Properties=species:S:1:pos:R:3:forces:R:3 method="wB97M-V/def2-TZVPD" gap_ev=7.05 smiles=COCCCCCCCCCO[C@@H](CCCCC(F)(F)C(F)(F)S(F)(F)(F)(F)F)COC.CCOCC.CCOCC.CCOCC lumo_ev=-2.21 total_charge=0 homo_ev=-9.251 total_energy_ha=-2967.9748 fmax_ev_per_a=5.2
C 5.965177 -0.861985 -2.017429 -1.314 0.420 0.279
O 6.696572 -1.130073 -3.269818 -1.460 -1.397 0.950
C 5.867382 -1.999911 -4.168904 0.004 0.899 -0.333
C 5.186028 -0.991933 -5.296291 -0.403 -1.736 -0.035
C 3.554716 -1.111980 -5.176700 -0.203 1.049 0.440
C 2.769081 0.339995 -5.422583 -0.016 -1.179 0.099
C 1.186235 -0.057427 -5.715544 0.666 0.017 0.624
C 0.198506 1.234161 -5.924685 -0.329 -0.339 -0.243
C 0.709617 2.618644 -5.196873 -0.333 0.223 -0.564
C 0.739494 2.557762 -3.559107 -0.176 -0.127 -0.071
C -0.813101 2.474798 -2.942419 1.644 0.941 -0.926
O -1.056969 1.070100 -2.580011 -1.102 1.760 1.795
C -1.341894 0.900238 -1.146872 1.161 -0.697 1.659
C -2.387056 -0.309720 -0.782909 -1.509 0.086 -0.614
C -3.402129 -0.716444 -2.041929 0.710 1.001 -0.064
C -2.773563 -1.858563 -3.039257 0.179 -0.710 1.007
C -3.899297 -2.712007 -3.894935 0.988 -0.499 -0.280
C -4.633031 -1.798420 -5.089599 3.222 -1.731 1.222
F -4.486036 -2.641427 -6.335174 -1.037 3.328 3.303
F -3.818999 -0.553574 -5.178642 -3.127 -3.378 -0.532
C -6.184187 -1.577571 -4.622958 -0.734 -3.265 1.786
F -6.897524 -2.878888 -4.905632 2.862 4.035 1.371
F -6.371271 -1.337807 -3.162306 1.365 -0.831 -4.932
S -7.131889 -0.245409 -5.521567 -4.310 1.975 -1.370
F -8.229543 -0.213273 -4.164028 1.940 0.423 -2.986
F -6.256160 1.046336 -4.814817 -1.422 -2.968 -1.623
F -6.162463 -0.307508 -6.929808 -1.664 0.146 3.239
F -8.168697 -1.473434 -6.192979 1.958 3.078 0.732
F -8.112242 0.925538 -6.319665 2.167 -2.430 1.790
C 0.083487 0.523322 -0.357858 -1.526 -0.762 0.962
O 0.935243 -0.334548 -1.195343 -0.954 -0.523 1.770
C 0.856126 -1.753013 -0.808550 0.722 -1.247 -0.723
H 4.989626 -0.236366 -2.281502 1.867 -1.216 0.605
H 6.577494 -0.215132 -1.243980 -0.865 -1.457 -1.928
H 5.586537 -1.852790 -1.475373 0.998 1.933 -1.183
H 6.512678 -2.804200 -4.735598 -0.883 1.709 1.474
H 5.083252 -2.549975 -3.494716 1.300 0.986 -1.481
H 5.516043 -1.428416 -6.354770 -0.656 1.332 2.168
H 5.600356 0.090052 -5.126688 -0.895 -2.136 -0.337
H 3.306352 -1.417817 -4.059103 0.363 0.512 -2.334
H 3.103035 -1.932016 -5.893881 1.055 1.622 1.409
H 2.909186 0.956813 -4.418493 -0.406 -1.147 -2.297
H 3.245301 0.936073 -6.330847 -1.019 -1.266 1.885
H 0.810481 -0.697038 -4.796517 0.780 1.328 -1.716
H 1.200316 -0.801529 -6.639859 -0.238 1.752 1.783
H -0.884811 0.943736 -5.516260 2.319 0.700 -0.856
H 0.087026 1.403915 -7.090365 0.220 -0.096 2.409
H -0.063606 3.475284 -5.499186 1.584 -1.795 0.672
H 1.742470 2.969136 -5.680865 -2.123 -0.922 1.277
H 1.289120 1.609111 -3.113204 -1.105 1.900 -1.120
H 1.323428 3.509776 -3.174821 -1.362 -1.814 -0.680
H -0.826017 3.229455 -2.046244 -0.336 -1.718 -1.424
H -1.569129 2.852310 -3.778217 1.402 -1.005 1.833
H -1.747361 1.872221 -0.611162 0.714 -1.730 -1.494
H -3.111327 0.097600 0.073742 1.725 -0.836 -1.763
H -1.892205 -1.282583 -0.359772 -0.722 1.966 -0.913
H -4.420340 -1.014290 -1.536328 1.979 0.302 -1.350
H -3.538674 0.268170 -2.689992 0.006 -2.054 1.443
H -2.243506 -2.657337 -2.328535 -1.215 1.483 -1.559
H -1.893342 -1.455113 -3.737058 -2.238 -0.653 1.512
H -4.686079 -3.261997 -3.204334 1.502 1.499 -1.440
H -3.291077 -3.590813 -4.426252 -1.535 2.077 0.812
H 0.608599 1.480311 0.069720 -0.554 -1.862 -1.265
H -0.251790 -0.137095 0.578335 0.796 1.701 -1.715
H -0.134115 -2.293785 -1.183631 1.923 1.344 0.871
H 1.026182 -1.959737 0.337330 -0.490 0.720 -2.111
H 1.743723 -2.301557 -1.379171 -1.839 1.302 1.160
C 2.608876 1.044286 4.658332 0.012 -0.160 0.169
C 1.423422 1.174238 3.719150 0.053 -0.069 -0.028
O 0.825649 -0.076936 3.384239 -0.034 -0.066 -0.099
C 0.281487 -0.831040 4.463806 -0.063 0.075 -0.104
C -0.839049 -0.115459 5.198176 -0.014 0.226 0.074
H 3.342745 0.336266 4.259908 -0.050 0.138 0.016
H 3.093629 2.015184 4.798646 -0.053 -0.116 -0.039
H 2.302788 0.678019 5.642470 0.040 0.093 -0.024
H 1.769517 1.613098 2.777261 -0.171 -0.236 0.008
H 0.670420 1.859459 4.122110 -0.001 -0.014 0.072
H 1.075317 -1.134160 5.153916 0.012 0.049 0.074
H -0.119033 -1.752412 4.027547 0.166 0.179 -0.145
H -0.472957 0.773847 5.719388 -0.031 -0.091 0.025
H -1.292120 -0.776765 5.943434 0.059 0.047 -0.097
H -1.613836 0.212122 4.497675 0.070 -0.085 0.048
C 5.374995 -1.882059 8.277324 0.133 -0.227 0.013
C 4.788108 -1.192180 7.059177 0.179 0.084 -0.049
O 5.712824 -1.062258 5.980774 -0.048 0.076 0.006
C 6.223824 -2.273728 5.431712 -0.069 0.074 -0.077
C 5.150307 -3.170790 4.840274 -0.217 -0.067 0.115
H 6.301022 -1.390227 8.592241 -0.160 0.010 -0.033
H 4.663163 -1.861781 9.108108 0.075 0.019 -0.100
H 5.615729 -2.928431 8.068708 -0.076 0.054 0.070
H 4.496157 -0.174596 7.339928 0.148 -0.059 -0.246
H 3.876001 -1.693693 6.719382 -0.004 -0.094 0.024
H 6.817865 -2.809055 6.179268 -0.049 -0.064 0.028
H 6.916379 -1.984697 4.633906 -0.117 0.189 0.205
H 4.475913 -3.551771 5.612670 0.073 -0.049 -0.069
H 5.603897 -4.031359 4.338594 -0.038 0.126 0.056
H 4.540668 -2.619970 4.116917 0.132 -0.046 0.033
C -4.781104 1.702187 6.098652 -0.245 0.028 -0.065
C -3.617851 2.618889 5.765858 0.019 -0.060 -0.142
O -3.545738 2.964391 4.383700 0.091 -0.049 -0.001
C -4.659090 3.672846 3.846311 0.110 0.064 0.005
C -4.899470 5.017266 4.510927 -0.013 0.044 0.249
H -4.770677 0.814942 5.457338 0.074 0.084 0.102
H -4.729902 1.383822 7.144280 0.017 0.035 -0.122
H -5.742023 2.202531 5.948119 0.057 -0.045 0.092
H -2.683522 2.099145 6.003409 -0.053 0.148 -0.246
H -3.635158 3.523032 6.383224 -0.091 0.002 0.017
H -5.558344 3.049529 3.879732 -0.047 0.028 0.066
H -4.437417 3.841270 2.786991 0.154 -0.182 0.176
H -5.202540 4.899672 5.555374 -0.051 0.041 -0.098
H -5.692941 5.564491 3.992318 0.110 -0.082 0.044
H -3.987369 5.622485 4.501512 -0.108 -0.076 -0.082